ORCA calculation (ωB97M-V/def2-TZVPD) on an isolated molecule of C3H8S2.

The lowest unoccupied orbital energy comes out at 0.89 eV. For the energy, the calculation gives -24911.151 eV. For the energy relative to the best compared isomer or geometry (same formula, charge and spin), the calculation gives 5.7 kcal per mole. The highest occupied orbital energy comes out at -0.320 Eh. Its SMILES is CCSSC.

Last column: Löwdin charge in e.
Geometry (Å):
C -0.23 -0.37 -2.66  -0.1881
C 0.71 0.01 -1.53  -0.5723
S 0.31 -0.94 0.01  0.4379
S 0.28 0.44 1.47  0.4023
C -1.36 1.23 1.47  -0.4619
H 0.10 -1.21 -3.27  0.0691
H -0.26 0.48 -3.37  0.0742
H -1.24 -0.50 -2.28  0.0587
H 1.75 -0.23 -1.75  0.0586
H 0.56 1.05 -1.23  0.0507
H -1.66 1.20 2.52  0.0194
H -1.30 2.26 1.13  0.0224
H -2.10 0.64 0.94  0.0292


ORCA calculation (ωB97M-V/def2-TZVPD) on a structure of composition C22H20O6OsSi.

As for the spin multiplicity: 5. The lowest unoccupied orbital energy (spin up / spin down) comes out at -6.49 / -11.12 eV. Its total charge is +2. For the energy, the calculation gives -45750.868 eV. For the energy relative to the best compared isomer or geometry (same formula, charge and spin), the calculation gives 21.2 kcal per mole. The highest occupied orbital energy (spin up / spin down) comes out at -0.520 / -0.520 Eh.

Last column: Löwdin charge in e.
Geometry (Å):
Os 1.54 0.08 -1.34  1.6620
O -1.33 -0.35 -4.55  0.2098
C -0.36 -0.30 -3.69  -0.4653
O -0.29 0.49 -2.76  0.0317
C 0.70 -1.36 -3.93  -0.0356
O 1.86 -1.08 -3.13  -0.2609
C 3.03 -0.56 -3.84  -0.0175
C 3.24 0.92 -3.51  -0.5402
O 3.91 1.63 -4.18  0.1875
O 2.62 1.29 -2.38  -0.1977
H -2.01 0.32 -4.36  0.1684
H 0.30 -2.33 -3.61  0.1660
H 0.95 -1.41 -4.98  0.1586
H 3.88 -1.13 -3.50  0.1571
H 2.90 -0.69 -4.92  0.1487
O 0.50 -1.25 -0.36  -0.4219
Si -0.25 -0.33 0.77  0.4587
C -2.09 -0.22 0.68  -0.1628
C -2.80 -1.22 0.00  0.0351
C -4.18 -1.18 -0.05  0.0443
C -4.87 -0.16 0.59  0.0084
C -4.18 0.83 1.29  0.0557
C -2.80 0.79 1.35  0.0279
C 0.75 1.25 0.52  -0.3301
C 2.16 1.12 0.67  -0.2016
C 3.00 2.24 0.52  -0.0499
C 2.46 3.46 0.21  -0.0209
C 1.06 3.61 0.06  -0.0263
C 0.22 2.53 0.21  -0.0801
C -0.09 -1.11 2.48  -0.2156
C 0.01 -2.53 2.58  -0.0882
C 0.19 -3.12 3.80  -0.0641
C 0.18 -2.31 4.96  -0.0311
C 0.01 -0.91 4.89  -0.0672
C -0.17 -0.33 3.67  -0.0981
H -2.27 -2.02 -0.50  0.1366
H -4.73 -1.94 -0.59  0.1434
H -5.95 -0.13 0.56  0.1342
H -4.72 1.62 1.80  0.1472
H -2.27 1.56 1.90  0.1337
H 2.58 0.21 1.11  0.1235
H 4.07 2.13 0.65  0.1307
H 3.10 4.32 0.09  0.1299
H 0.65 4.58 -0.17  0.1257
H -0.85 2.66 0.08  0.1057
H 0.01 -3.13 1.68  0.1015
H 0.33 -4.18 3.89  0.1153
H 0.28 -2.78 5.93  0.1130
H 0.01 -0.33 5.80  0.1147
H -0.32 0.74 3.60  0.0998